{
  "formula": "C25H16F10N3O2RuSTe2",
  "method": "the ωB97M-V functional and the def2-TZVPD basis",
  "gap_ev": [8.259, 6.232],
  "de_lowest_kcal_mol": 0.6,
  "multiplicity": 6,
  "elements": ["F", "C", "C", "C", "C", "C", "N", "H", "F", "C", "C", "H", "C", "H", "C", "C", "S", "C", "C", "F", "F", "H", "C", "O", "C", "N", "Ru", "H", "C", "H", "C", "H", "N", "C", "H", "C", "H", "H", "Te", "C", "C", "H", "F", "Te", "H", "H", "C", "H", "C", "F", "F", "C", "C", "H", "C", "F", "H", "F", "O", "F"],
  "xyz": [[0.877, -1.301, -4.606], [-3.662, 2.875, 0.800], [2.640, -3.382, 0.933], [-2.126, 3.808, -0.779], [1.770, -1.129, 1.153], [-3.136, -4.310, -0.525], [1.066, 2.009, -0.486], [-2.561, 5.464, -2.105], [0.326, -2.479, -2.243], [-2.655, 1.972, 1.166], [-3.071, -1.544, 0.048], [-4.150, 4.495, -0.509], [-1.923, -2.323, 0.169], [-2.833, 1.242, 1.942], [-0.559, 4.799, -2.318], [1.744, 3.896, -2.415], [-0.379, -4.384, 0.073], [3.000, -0.696, 1.623], [0.149, 2.908, -0.915], [-2.252, -3.085, 4.656], [0.152, 1.154, -3.598], [5.009, -1.262, 2.086], [2.663, 2.995, -1.980], [-1.375, -0.050, 2.548], [0.223, -2.848, 0.516], [-0.662, -1.892, 0.560], [0.139, 0.094, 1.064], [-5.198, -3.988, -0.951], [-1.959, -3.689, -0.122], [3.967, 1.203, -1.033], [-4.270, -3.533, -0.634], [-3.028, -0.483, 0.244], [-1.462, 1.948, 0.606], [4.050, -1.601, 1.717], [3.133, 0.332, 1.919], [2.262, 2.056, -1.008], [2.489, -4.425, 0.685], [-0.297, 5.521, -3.081], [0.482, -0.627, -2.873], [-3.400, 3.784, -0.184], [3.879, -2.931, 1.359], [-5.138, -1.575, -0.461], [1.115, 1.224, 2.200], [-1.786, -1.549, 3.603], [-3.158, -5.366, -0.756], [-4.619, 2.830, 1.299], [0.440, 3.874, -1.883], [1.999, 4.627, -3.172], [-1.796, 4.768, -1.787], [-1.296, -0.897, -3.337], [-3.508, -0.825, 4.005], [-4.236, -2.162, -0.353], [1.586, -2.486, 0.846], [3.673, 2.978, -2.371], [-1.176, 2.869, -0.346], [-1.190, -0.757, 5.156], [4.706, -3.624, 1.435], [-0.024, -2.301, 3.413], [3.126, 1.117, -0.571], [-0.548, -0.022, -1.104]],
  "lowdin_charge": [-0.504, -0.022, -0.018, -0.133, -0.181, -0.068, 0.127, 0.117, -0.530, -0.122, -0.016, 0.122, -0.319, 0.083, -0.011, 0.012, 1.179, -0.096, -0.147, -0.447, -0.520, 0.110, 0.018, -0.725, -0.570, -0.084, 1.718, 0.108, -0.430, 0.122, -0.068, 0.092, 0.059, -0.056, 0.095, -0.383, 0.113, 0.119, 1.922, 0.003, -0.053, 0.110, -0.437, 1.893, 0.114, 0.113, -0.147, 0.128, -0.017, -0.416, -0.452, -0.054, -0.243, 0.121, -0.134, -0.371, 0.110, -0.440, 0.071, -0.569]
}

{
  "formula": "C25H17Br2GdN3OS",
  "method": "the ωB97M-V functional and the def2-TZVPD basis",
  "charge": -1,
  "gap_ev": [5.664, 5.815],
  "de_lowest_kcal_mol": 7.6,
  "multiplicity": 8,
  "elements": ["H", "C", "H", "Br", "H", "C", "C", "O", "H", "C", "H", "H", "H", "H", "C", "H", "C", "C", "H", "S", "C", "H", "C", "Br", "C", "C", "C", "C", "H", "C", "C", "C", "N", "C", "H", "C", "C", "C", "Gd", "H", "H", "H", "C", "N", "C", "C", "H", "C", "C", "N"],
  "xyz": [[0.097, 3.205, 24.715], [5.368, 4.313, 15.653], [4.053, 4.335, 14.028], [-1.736, 0.853, 25.138], [-0.727, 2.753, 12.717], [3.128, 3.349, 15.773], [-1.575, -0.205, 22.015], [1.295, 3.081, 20.293], [3.714, -1.853, 20.453], [2.688, -4.216, 18.223], [3.556, -4.165, 20.201], [-2.104, -0.772, 22.837], [2.079, -3.751, 16.214], [-1.153, 0.149, 17.505], [2.650, -1.279, 18.588], [6.401, 4.371, 17.623], [2.310, -1.977, 17.372], [-0.009, 2.662, 23.750], [-1.201, 1.569, 14.999], [1.489, 3.445, 13.496], [4.463, 3.420, 17.638], [2.004, -1.323, 16.532], [-1.725, -0.705, 20.743], [1.646, 4.740, 22.870], [4.159, 4.012, 15.077], [-0.839, 1.583, 23.547], [3.194, -2.193, 19.533], [2.316, -3.355, 17.185], [2.540, -5.323, 18.275], [3.107, -3.532, 19.366], [5.489, 4.088, 17.036], [-0.906, 0.960, 22.317], [3.262, 3.081, 17.048], [-0.057, 2.674, 13.569], [6.170, 4.810, 15.134], [0.824, 2.195, 15.753], [-0.182, 1.533, 21.207], [-1.104, -0.581, 18.282], [1.496, 1.772, 18.278], [-2.186, -1.644, 20.507], [-0.131, -1.131, 18.126], [-1.978, -1.217, 18.160], [-0.253, 2.143, 14.816], [-0.395, 1.050, 19.922], [1.863, 2.954, 15.214], [0.660, 3.149, 22.653], [4.562, 3.043, 18.658], [-1.084, -0.022, 19.682], [0.686, 2.628, 21.365], [2.518, 0.032, 18.791]],
  "lowdin_charge": [0.106, -0.068, 0.096, 0.652, 0.053, -0.345, -0.037, -0.276, 0.100, -0.161, 0.104, 0.103, 0.077, 0.050, -0.509, 0.118, -0.104, -0.193, 0.092, 0.925, -0.106, 0.092, -0.003, 0.754, -0.042, -0.580, -0.103, -0.154, 0.087, -0.190, -0.080, -0.215, -0.014, -0.453, 0.101, -0.251, -0.114, -0.020, 1.488, 0.105, 0.090, 0.078, -0.283, 0.061, -0.501, -0.623, 0.116, -0.329, -0.445, -0.247]
}

{
  "formula": "C25H17Cl3F6N2O5Os",
  "method": "the ωB97M-V functional and the def2-TZVPD basis",
  "gap_ev": [7.058, 7.058],
  "de_lowest_kcal_mol": 7.6,
  "elements": ["C", "H", "C", "C", "C", "C", "C", "H", "H", "F", "O", "C", "O", "F", "Cl", "Cl", "C", "H", "H", "H", "F", "N", "H", "H", "F", "C", "H", "H", "C", "Os", "C", "C", "O", "C", "C", "C", "C", "O", "C", "C", "H", "H", "H", "C", "F", "O", "C", "C", "H", "C", "H", "C", "F", "N", "C", "H", "H", "C", "Cl"],
  "xyz": [[-2.824, 1.915, 4.031], [2.935, -4.258, 2.258], [-1.289, -1.208, -3.536], [-2.556, -1.204, -4.113], [2.649, -2.364, 1.300], [-0.344, -2.014, -5.592], [-0.181, -1.614, -4.275], [1.812, -0.553, 3.565], [2.557, 0.585, 4.712], [1.882, 2.562, 1.002], [0.576, 0.817, 4.545], [-3.070, 1.596, 2.715], [0.138, 0.022, 1.843], [-1.298, 3.116, -1.652], [5.100, 0.757, 1.180], [1.072, -2.870, 0.742], [-0.569, 1.031, 3.859], [0.796, -1.610, -3.814], [-4.024, 1.812, 2.252], [-3.383, 0.798, 0.204], [-0.711, 3.160, 0.427], [-1.502, 0.245, -0.260], [1.608, 4.252, -2.652], [-1.731, -2.331, -7.194], [2.303, 4.384, -0.089], [-0.830, 0.680, 2.522], [-1.370, 1.886, 5.619], [-3.695, -1.614, -5.880], [3.131, -1.091, 0.979], [0.517, -0.085, 0.002], [5.155, -1.704, 2.219], [-2.070, 0.985, 1.950], [0.007, -1.157, -1.537], [1.819, 0.475, 3.921], [0.996, 2.731, -1.215], [-1.585, 1.635, 4.589], [-1.102, -0.757, -2.150], [0.737, 1.373, -1.291], [-2.374, 0.667, 0.580], [-1.607, -2.014, -6.166], [-3.406, -0.881, -3.528], [0.589, 2.953, -3.303], [6.136, -1.428, 2.577], [-0.311, 3.464, -0.820], [3.279, 2.549, -0.651], [2.482, -0.162, 0.286], [-2.712, -1.611, -5.428], [2.128, 3.059, -0.226], [2.057, 1.151, 3.101], [1.401, 3.183, -2.618], [2.289, 2.633, -2.918], [4.619, -2.949, 2.500], [-0.187, 4.800, -0.880], [-1.979, -0.044, -1.532], [3.363, -3.289, 2.044], [-3.584, 2.389, 4.637], [0.517, -2.325, -6.170], [4.417, -0.802, 1.477], [5.536, -4.091, 3.433]],
  "lowdin_charge": [-0.070, 0.107, -0.149, -0.022, -0.552, -0.071, -0.013, 0.086, 0.100, 0.128, -0.052, -0.038, -0.261, 0.161, 0.752, 0.774, -0.202, 0.118, 0.115, 0.144, 0.157, -0.130, 0.103, 0.104, 0.165, -0.207, 0.126, 0.104, -0.436, 1.673, -0.130, -0.154, -0.237, -0.035, -0.412, 0.016, -0.400, -0.235, -0.037, -0.081, 0.112, 0.102, 0.108, -0.557, 0.145, -0.278, -0.075, -0.572, 0.084, 0.036, 0.102, -0.671, 0.160, 0.124, -0.137, 0.108, 0.105, -0.575, 0.672]
}

{
  "formula": "C25H17Co2FO10S",
  "method": "the ωB97M-V functional and the def2-TZVPD basis",
  "charge": -2,
  "gap_ev": 5.299,
  "de_lowest_kcal_mol": 3.7,
  "elements": ["C", "C", "C", "C", "H", "H", "C", "H", "H", "H", "C", "C", "O", "H", "F", "O", "C", "C", "O", "C", "O", "H", "C", "C", "C", "H", "C", "C", "S", "C", "H", "C", "C", "C", "C", "Co", "H", "O", "O", "H", "H", "H", "H", "C", "O", "Co", "O", "O", "H", "C", "C", "H", "H", "O", "C", "C"],
  "xyz": [[4.822, -2.661, 2.572], [-6.428, -1.058, -2.094], [2.959, 2.434, 3.809], [-1.847, -1.074, -2.991], [2.736, 3.397, 4.279], [3.998, 0.093, 4.398], [-6.433, 0.058, -4.249], [5.667, -3.323, 2.367], [1.645, 2.042, -3.605], [5.939, -1.362, 3.906], [1.828, 0.255, 2.980], [-5.096, 0.418, -4.067], [0.172, -0.003, -2.985], [3.960, 2.273, 3.382], [-2.600, -2.116, -3.313], [-0.126, -1.072, -0.140], [3.576, -2.920, 1.986], [-4.436, 0.042, -2.890], [4.008, 0.669, 0.155], [0.262, 1.013, 5.437], [0.822, 3.704, 0.165], [-6.934, -1.637, -1.323], [-7.095, -0.667, -3.257], [-5.089, -0.709, -1.909], [-0.541, 2.456, 3.230], [3.237, 1.244, -3.483], [2.212, 1.252, -3.091], [0.936, 2.659, 0.646], [-2.698, 0.477, -2.643], [4.981, -1.576, 3.433], [-8.140, -0.933, -3.393], [2.701, -0.896, 2.993], [3.903, -0.741, 3.703], [-0.888, -0.311, 3.292], [0.385, -0.223, 0.457], [0.340, 0.938, 3.649], [1.679, -0.430, -4.349], [-2.394, 1.451, -3.669], [-1.251, 3.359, 3.092], [3.451, -3.790, 1.336], [2.024, -0.866, -2.654], [2.278, 1.491, -2.019], [-6.942, 0.346, -5.169], [-0.441, -1.196, -3.230], [-1.765, -1.051, 3.173], [1.340, 1.030, 1.235], [0.238, 1.062, 6.592], [0.145, -2.198, -3.610], [-4.548, 0.975, -4.830], [1.573, -0.101, -3.304], [2.496, -2.068, 2.223], [1.510, -2.280, 1.802], [-4.539, -1.016, -1.018], [-2.515, 0.771, -1.238], [1.988, 1.517, 3.669], [2.938, 0.854, 0.564]],
  "lowdin_charge": [-0.131, -0.092, -0.050, -0.340, 0.027, 0.098, -0.100, 0.083, 0.080, 0.088, -0.356, -0.057, -0.064, 0.050, -0.019, 0.106, -0.098, -0.258, 0.085, -0.100, 0.079, 0.095, -0.115, -0.055, -0.112, 0.069, -0.072, -0.168, 0.720, -0.109, 0.087, -0.227, -0.043, -0.113, -0.149, 0.063, 0.117, -0.355, 0.109, 0.096, 0.123, 0.049, 0.092, -0.580, 0.120, 0.063, 0.105, 0.009, 0.108, -0.246, -0.033, 0.105, 0.122, -0.337, -0.393, -0.177]
}

Strongest force on any atom / eV Å⁻¹: 0.266, 3.663, 0.481, 5.539